# 1
19
Properties=species:S:1:pos:R:3 method="wB97M-V/def2-TZVPD" orbital_gap_ev=8.2 charge=+1 smiles="C[C@@H]1[NH+]=CNc2scc(Cl)c21" relative_energy_kcal_mol=4.3 lumo_energy_ev=-4.12 homo_ev=-12.33
C -0.5914 1.3985 0.8346
C -0.1927 0.6755 -0.4770
N -0.9530 -0.4431 -0.8292
C -0.7612 -1.7015 -0.5651
N 0.3392 -2.2136 -0.0105
C 1.5186 -1.4421 -0.0051
S 3.1449 -1.9616 0.1857
C 3.6821 -0.3709 0.0591
C 2.6422 0.5221 -0.1636
Cl 2.9405 2.1696 -0.2914
C 1.4082 -0.1100 -0.1535
H 0.1773 2.0908 1.2296
H -0.8475 0.6350 1.6585
H -1.4281 1.9250 0.5115
H -0.1968 1.3429 -1.2157
H -1.5827 -0.3301 -1.6105
H -1.7594 -2.1641 -0.6591
H 0.4537 -3.2105 0.0495
H 4.7185 -0.2371 0.2614

# 2
43
Properties=species:S:1:pos:R:3 method="wB97M-V/def2-TZVPD" orbital_gap_ev="3.0 / 4.1" charge=-2 relative_energy_kcal_mol=95.6 lumo_energy_ev="4.32 / 3.28" homo_ev="1.36 / -0.78" spin_multiplicity=5
C -2.1200 1.3348 -1.3566
C -1.2243 2.4537 -1.5407
C -0.5427 2.6848 -0.2806
C -0.9154 3.1654 -2.8246
C -1.0403 1.7219 0.6776
C -2.0261 0.8913 0.0202
C -2.8280 -0.1687 0.7020
C -2.9525 0.6907 -2.4215
C 0.5573 3.6679 0.0025
C -0.5589 1.6322 2.0988
Os -0.0787 0.6815 -0.9334
Cl 1.2596 0.8329 -2.8760
Cl -0.6824 -1.4554 -1.3778
Cl 1.7898 0.1343 0.2696
H -1.0423 2.4861 -3.6653
H 0.1328 3.4749 -2.8435
H -1.5232 4.0555 -3.0379
H 1.4108 3.5222 -0.6713
H 0.9422 3.5290 1.0166
H 0.2234 4.7157 -0.0797
H 0.5269 1.7397 2.1412
H -0.7835 0.6589 2.5282
H -1.0236 2.3990 2.7446
H -2.3545 -0.4359 1.6488
H -2.9075 -1.1568 0.1246
H -3.8544 0.1998 0.9092
H -2.3396 0.4025 -3.2792
H -3.7447 1.3695 -2.7526
H -3.4120 -0.2101 -2.0248
O -3.0848 -2.4273 0.5008
H -2.6286 -3.2976 0.6475
F 5.4453 -4.6327 1.0487
C 4.2740 -3.9844 1.1963
C 3.3830 -3.8990 0.1321
F 3.7659 -4.2874 -1.1054
C 2.1303 -3.3455 0.3149
F 1.4149 -3.0610 -0.7847
C 1.6378 -2.8727 1.6241
O 0.4538 -2.6176 1.9315
C 2.7495 -2.6620 2.5411
F 2.5733 -1.7962 3.5555
C 3.9884 -3.2163 2.3340
F 5.0088 -2.9176 3.1452

# 3
71
Properties=species:S:1:pos:R:3 method="wB97M-V/def2-TZVPD" orbital_gap_ev=7.5 relative_energy_kcal_mol=177.1 lumo_energy_ev=0.07 homo_ev=-7.40
C 0.8073 -1.2618 1.0203
O -0.0129 -2.0774 0.2194
H 0.2139 -1.1055 1.9212
H 1.7750 -1.6734 1.3072
H 0.8880 -0.2760 0.5621
H -0.2511 -2.8120 0.7896
C 3.6544 -2.3270 2.9504
O 3.5828 -1.0410 3.6029
H 4.6791 -2.4690 2.6070
H 3.4305 -3.1304 3.6523
H 2.8533 -2.3491 2.2116
H 4.3998 -0.9378 4.0964
C -0.8408 -3.8365 2.5497
O -0.7899 -3.2444 1.4474
N -0.2466 -3.4881 3.6232
N -1.7576 -4.7329 2.8621
H 0.3231 -2.6586 3.7087
H -0.4828 -3.9015 4.5139
H -1.8006 -4.9395 3.8498
H -2.3203 -5.1305 2.1235
C -4.2392 0.8379 -1.0593
C -3.5922 -0.2327 -0.2767
C -2.4643 0.3259 0.6426
O -1.7121 1.3296 -0.0075
C -0.5791 1.7488 0.6961
N -4.5248 -1.0702 0.4581
H -3.4255 1.3445 -1.5784
H -4.6855 1.4541 -0.2788
H -4.9432 0.3962 -1.7645
H -3.1672 -0.9566 -0.9721
H -1.8275 -0.4783 1.0113
H -2.9870 0.8030 1.4716
H -0.9783 2.4808 1.3981
H 0.0849 2.2975 0.0282
H -0.0336 0.9226 1.1522
H -5.1551 -0.6041 1.0949
H -5.2510 -1.3180 -0.1986
C 1.5716 1.3364 -3.4802
C 0.5916 0.2072 -3.5360
C -0.5382 0.5489 -2.3517
O -1.4275 -0.4836 -2.1214
C -0.8687 -1.8502 -2.0109
N -0.1215 -0.0284 -4.8260
H 1.0989 2.3130 -3.5839
H 2.1192 1.3445 -4.4226
H 2.2975 1.3650 -2.6675
H 1.0042 -0.7585 -3.2441
H -1.1103 1.4500 -2.5725
H -0.0448 0.6212 -1.3824
H 0.0333 -1.8145 -1.3999
H -0.5952 -2.3126 -2.9593
H -1.6223 -2.5114 -1.5831
H -0.5214 -0.9535 -4.7600
H -1.0059 0.4593 -4.8312
C 1.9670 0.8161 0.7349
C 2.6389 2.1735 0.4105
C 1.6761 3.2907 -0.0810
O 1.2587 3.1157 -1.4308
C 0.4223 4.1793 -1.9052
N 3.3501 2.5089 1.7328
H 1.2995 0.6332 -0.1072
H 1.3416 0.8727 1.6259
H 2.6925 0.0152 0.8773
H 3.3857 1.9620 -0.3548
H 2.1299 4.2808 -0.0386
H 0.8472 3.5331 0.5840
H -0.4517 3.7895 -2.4271
H 1.0030 4.7522 -2.6282
H 0.1678 4.9626 -1.1913
H 4.0801 1.8591 1.9874
H 2.7069 2.4338 2.5078

# 4
20
Properties=species:S:1:pos:R:3 method="wB97M-V/def2-TZVPD" orbital_gap_ev=9.3 smiles=CSCCCN.O relative_energy_kcal_mol=18.7 lumo_energy_ev=0.76 homo_ev=-8.51
C -1.8015 0.1120 1.6768
S -1.4808 0.3958 -0.0984
C 0.1810 1.0593 0.0331
C 0.8076 1.3442 -1.3398
C 2.2462 0.8436 -1.4952
N 3.2938 1.8724 -1.2720
H -2.0345 1.0604 2.1321
H -0.9434 -0.3827 2.1271
H -2.7088 -0.5010 1.7004
H 0.8070 0.3659 0.5739
H 0.1878 1.9613 0.6494
H 0.8090 2.4085 -1.5342
H 0.1629 0.9330 -2.1207
H 2.4238 0.0275 -0.7942
H 2.4248 0.4151 -2.4689
H 3.6441 2.2015 -2.1586
H 2.9231 2.6637 -0.7713
O -1.3233 -5.0418 2.0942
H -0.9996 -4.6983 1.2572
H -1.7831 -5.8701 1.8835

# 5
9
Properties=species:S:1:pos:R:3 method="wB97M-V/def2-TZVPD" orbital_gap_ev=6.9 charge=-1 relative_energy_kcal_mol=46.6 lumo_energy_ev=3.40 homo_ev=-3.51
C -0.0961 -0.1426 -0.0624
C 1.2471 -0.2673 0.5017
O 1.8144 1.8786 -0.9029
O 1.5739 1.9976 1.5527
S 0.9309 -1.3665 -0.8664
S 2.3153 1.3154 0.4041
H -0.9934 -0.4812 0.4751
H -0.0934 0.9475 -0.3566
H 1.7147 -0.7629 1.4337

# 6
15
Properties=species:S:1:pos:R:3 method="wB97M-V/def2-TZVPD" orbital_gap_ev=9.2 smiles="[H]/N=C/C(=C)/C=N/C" relative_energy_kcal_mol=68.1 lumo_energy_ev=0.34 homo_ev=-8.83
H -3.3367 1.3845 -0.0296
N -2.3641 1.1444 -0.2074
C -1.9907 0.0213 0.2232
C -0.6503 -0.6087 -0.0793
C -0.5791 -1.9462 -0.1654
C 0.2711 0.4329 -0.4568
N 1.4054 -0.0702 -0.1364
C 2.5122 0.8012 0.1354
H -2.6885 -0.6791 0.7062
H -1.4406 -2.5759 -0.0117
H 0.3833 -2.4253 -0.1103
H 0.0042 1.4902 -0.4692
H 3.2276 0.7140 -0.6843
H 3.0207 0.4620 1.0387
H 2.2255 1.8550 0.2470

# 7
112
Properties=species:S:1:pos:R:3 method="wB97M-V/def2-TZVPD" orbital_gap_ev=7.1 smiles="CC(C)Cc1cc(S(=O)(=O)F)c(CC=O)c2c1C(=O)C(COc1ccccc1)=CC2=O.O=C1OC[C@@H](F)O1.O=C1OC[C@@H](F)O1.O=C1OC[C@@H](F)O1.O=C1OC[C@@H](F)O1.O=C1OC[C@@H](F)O1.O=C1OC[C@@H](F)O1" lumo_energy_ev=-1.19 homo_ev=-8.27
C -5.1726 -4.0519 -1.3933
C -5.6981 -2.6268 -1.2909
C -6.0675 -2.3148 0.1579
C -4.7528 -1.5641 -1.9289
C -3.2859 -1.9121 -1.8911
C -2.8084 -2.8046 -2.8431
C -1.4901 -3.2170 -2.8777
S -1.2287 -4.3221 -4.2389
O -2.1675 -5.3877 -4.1480
O -1.1232 -3.5696 -5.4392
F 0.1709 -4.9462 -3.9471
C -0.5426 -2.7636 -1.9575
C 0.9093 -3.1706 -2.0109
C 1.6466 -2.5327 -3.1782
O 2.7046 -2.9448 -3.5826
C -1.0140 -1.8501 -1.0159
C -2.3495 -1.4127 -0.9915
C -2.7163 -0.3647 0.0253
O -3.8200 -0.2653 0.5111
C -1.6299 0.5930 0.3934
C -2.0068 2.0062 0.7721
O -1.5706 2.9100 -0.2245
C -0.2155 3.1866 -0.2599
C 0.3650 3.2078 -1.5175
C 1.7290 3.4309 -1.6499
C 2.4877 3.6280 -0.5050
C 1.9099 3.6412 0.7490
C 0.5428 3.4147 0.8813
C -0.3769 0.1367 0.3960
C -0.1099 -1.2723 0.0367
O 0.7591 -1.9081 0.5958
H -4.9111 -4.3282 -2.4162
H -5.9074 -4.7827 -1.0551
H -4.2813 -4.2022 -0.7874
H -6.6319 -2.5976 -1.8588
H -6.6466 -3.1609 0.5373
H -6.7116 -1.4419 0.2316
H -5.1857 -2.2351 0.7893
H -5.0382 -1.4245 -2.9734
H -4.9329 -0.6108 -1.4381
H -3.4992 -3.1946 -3.5768
H 1.4394 -2.8461 -1.1203
H 1.0387 -4.2469 -2.0729
H 1.1690 -1.6354 -3.6194
H -1.6524 2.2502 1.7741
H -3.0920 2.0809 0.8008
H -0.2599 3.0433 -2.3809
H 2.1838 3.4189 -2.6285
H 3.5542 3.7667 -0.5889
H 2.5605 3.7805 1.5982
H 0.0778 3.4068 1.8582
H 0.4541 0.7652 0.6907
O 4.5988 4.4897 2.1095
C 4.9849 3.5772 2.7572
O 6.2760 3.2127 2.9004
C 6.3371 2.1406 3.8449
C 4.9358 1.5750 3.7641
F 4.5106 1.0770 4.9536
O 4.1712 2.7182 3.4364
H 6.5469 2.5439 4.8330
H 7.1075 1.4267 3.5658
H 4.7915 0.8153 2.9943
O 5.0813 1.6423 0.1377
C 5.6296 1.7623 -0.9026
O 6.6492 0.9825 -1.3357
C 6.9580 1.3483 -2.6824
C 6.4179 2.7608 -2.7514
F 5.9469 3.0686 -3.9853
O 5.3402 2.7156 -1.8388
H 6.4259 0.6927 -3.3731
H 8.0271 1.2801 -2.8617
H 7.1211 3.5349 -2.4401
O 0.5228 4.3655 -4.1334
C 0.9895 4.5341 -5.2067
O 1.9789 3.7794 -5.7450
C 2.1765 4.1952 -7.0984
C 1.6216 5.6039 -7.0756
F 1.0492 5.9506 -8.2523
O 0.6255 5.5188 -6.0751
H 1.5949 3.5579 -7.7660
H 3.2280 4.1438 -7.3657
H 2.3441 6.3725 -6.7959
O 6.7361 4.5004 6.1340
C 6.5809 3.9913 7.1918
O 5.7671 2.9356 7.4264
C 5.9548 2.5137 8.7803
C 6.5049 3.7700 9.4228
F 7.3849 3.4981 10.4138
O 7.1866 4.3852 8.3446
H 6.6867 1.7057 8.8140
H 5.0163 2.1764 9.2100
H 5.7465 4.4561 9.8030
O -10.0865 -2.1928 -0.3652
C -10.0779 -1.9508 0.7913
O -9.0325 -1.4139 1.4656
C -9.4512 -1.1406 2.8042
C -10.6193 -2.0894 2.9659
F -11.5821 -1.5879 3.7764
O -11.1170 -2.1822 1.6459
H -9.7742 -0.1016 2.8820
H -8.6405 -1.3242 3.5035
H -10.3490 -3.0867 3.3170
O -3.6810 -5.3265 1.1546
C -2.6484 -5.8277 0.8720
O -1.7146 -5.2573 0.0693
C -0.5517 -6.0886 0.0701
C -1.1292 -7.4299 0.4716
F -0.2604 -8.1657 1.2038
O -2.2272 -7.0553 1.2833
H 0.1566 -5.7261 0.8167
H -0.0820 -6.0942 -0.9098
H -1.4908 -8.0358 -0.3608

# 8
29
Properties=species:S:1:pos:R:3 method="wB97M-V/def2-TZVPD" orbital_gap_ev=3.3 charge=+2 relative_energy_kcal_mol=118.3 lumo_energy_ev=-9.60 homo_ev=-12.88
F -1.4822 0.3861 4.4379
C -0.3810 2.2957 1.4322
O -0.1483 0.9940 0.8881
C -0.8926 -0.0943 1.4266
C 0.0284 -1.2963 1.3729
O 0.4678 -1.3870 0.0115
C 1.8736 -1.3833 -0.2371
C 2.0444 -1.1465 -1.7173
O 1.2668 0.0058 -2.0720
C 1.5608 0.5339 -3.3665
H 0.2496 2.9909 0.8698
H -1.4339 2.5853 1.3280
H -0.0761 2.3000 2.4844
H -1.3913 0.1256 2.4017
H -0.5116 -2.2116 1.6382
H 0.8825 -1.1562 2.0450
H 2.3180 -2.3455 0.0483
H 2.3429 -0.5755 0.3432
H 1.6914 -2.0044 -2.3072
H 3.1019 -0.9566 -1.9427
H 0.8994 1.3902 -3.5295
H 2.6074 0.8615 -3.3949
H 1.3794 -0.2335 -4.1307
O -1.8972 -0.3379 0.3792
C -3.2482 0.0479 0.6327
Y -0.4876 0.1983 -1.1052
H -3.8184 -0.1814 -0.2730
H -3.6348 -0.5262 1.4828
H -3.3111 1.1212 0.8536

# 9
79
Properties=species:S:1:pos:R:3 method="wB97M-V/def2-TZVPD" orbital_gap_ev=5.2 lumo_energy_ev=-1.59 homo_ev=-6.77
Sr 2.0815 -3.8273 -1.2928
Sr -1.2032 -2.0451 -2.6108
O 0.1297 -1.5332 -4.8695
C 1.3382 -0.7921 -4.6485
C 2.4505 -1.3244 -3.5876
O 2.8727 -2.6983 -3.5202
H 1.0138 0.2361 -4.4883
H 1.6872 -0.7218 -5.6787
H 2.0886 -1.0282 -2.6030
H 3.3893 -0.7906 -3.7356
O -1.3786 0.2498 -1.6294
C -0.9422 0.1599 -0.2837
C 0.1724 -0.8950 0.1070
O 0.1382 -2.2465 -0.4591
H -1.8194 -0.0163 0.3389
H -0.5790 1.1485 -0.0029
H 0.0970 -1.0935 1.1761
H 1.1521 -0.4547 -0.0786
Br -3.3801 -4.0736 3.8869
C -2.3373 -2.5259 3.0806
C -2.0965 -1.4839 4.1829
Br -1.1241 0.1481 3.6410
H -2.7693 -2.0062 2.2254
H -1.3573 -2.9360 2.8363
H -1.4962 -1.9185 4.9822
H -2.9748 -1.2556 4.7867
Br -1.8004 -8.0103 1.2740
C -1.8281 -6.1222 1.7189
C -1.0938 -5.4791 0.5697
Br 0.8601 -5.8782 0.7108
H -1.3205 -6.0375 2.6798
H -2.8659 -5.8130 1.8429
H -1.1581 -4.3912 0.5866
H -1.4518 -5.7933 -0.4108
Br 3.0382 -3.0199 1.4446
C 3.1152 -2.4882 3.2978
C 2.1315 -1.2813 3.4864
Br 2.3913 -0.6963 5.4096
H 4.1144 -2.1349 3.5525
H 2.8451 -3.4419 3.7513
H 1.0619 -1.4197 3.3285
H 2.3849 -0.4468 2.8326
Br 2.8863 3.4369 1.8729
C 0.9769 3.5170 1.7185
C 0.4661 3.9384 3.0964
Br -1.5171 4.0757 3.1838
H 0.5975 2.5527 1.3805
H 0.8500 4.2796 0.9501
H 0.9298 4.8077 3.5626
H 0.8402 3.2387 3.8438
Br 6.9694 2.7401 -2.4935
C 5.6583 1.2367 -2.1607
C 5.2980 1.3899 -0.6520
Br 4.0552 -0.0157 -0.1052
H 6.1407 0.2725 -2.3208
H 4.8177 1.3318 -2.8480
H 4.9729 2.3838 -0.3444
H 6.1780 1.2225 -0.0310
Br -5.4081 3.9438 0.7476
C -4.2944 2.2927 0.5376
C -4.0859 1.5825 1.8325
Br -5.7985 0.7936 2.3847
H -3.3111 2.6948 0.2933
H -4.6956 1.7287 -0.3044
H -3.8605 2.3565 2.5661
H -3.2945 0.8333 1.8513
Br -2.2612 1.0657 -5.2955
C -2.6457 2.9881 -4.7850
C -3.3797 3.0628 -3.4505
Br -3.7371 4.9300 -2.9374
H -3.3225 3.3592 -5.5546
H -1.7353 3.5830 -4.7112
H -2.8883 2.5927 -2.5987
H -4.3060 2.4924 -3.5187
C 0.5655 3.0205 -2.6985
Cl -0.3315 4.3832 -2.0270
Cl 2.1381 2.7203 -1.8145
Cl 0.9450 3.2543 -4.4295
H 0.0100 2.0914 -2.5711

# 10
39
Properties=species:S:1:pos:R:3 method="wB97M-V/def2-TZVPD" orbital_gap_ev=8.7 charge=+1 relative_energy_kcal_mol=7.1 lumo_energy_ev=-4.37 homo_ev=-13.02
C -3.3995 -0.8939 -0.8714
C -2.2189 -1.1091 -0.9156
C -0.7234 -1.3719 -0.8453
C -0.4280 -1.6430 0.6586
C -0.9249 -2.8738 1.1870
C -0.7062 -3.1380 2.5591
C -0.0066 -2.1801 3.3275
S 0.2182 -2.5818 5.0839
N 0.4532 -1.0253 2.7927
C 1.1590 -0.0618 3.6921
C 0.1257 0.6645 4.6340
C 0.2583 -0.7337 1.4745
N 0.7637 0.4871 0.9347
C -0.1567 1.2861 0.6633
O -0.9507 1.9132 0.1117
H -4.3962 -0.7658 -0.4571
H -0.5505 -2.3343 -1.3614
H -0.1288 -0.5350 -1.2524
H -1.4820 -3.5736 0.5484
H -1.0995 -4.0633 2.9949
H -1.0813 -2.6642 5.5070
H 1.6923 0.7082 3.1111
H 1.8901 -0.6391 4.2819
H -0.9176 0.3420 4.4291
H 0.3095 0.3786 5.6895
H 0.2221 1.7651 4.5542
C 1.4778 3.2540 -4.8560
C 0.6450 2.3365 -3.9922
C 1.4581 1.4302 -3.1039
O 0.5989 0.2926 -2.9625
C -0.1885 0.2487 -4.0804
O -0.8692 -0.6749 -4.3775
O -0.0810 1.3949 -4.7948
H 0.8332 3.9060 -5.4462
H 2.1383 3.8749 -4.2494
H 2.0782 2.6815 -5.5651
H -0.0795 2.9176 -3.4131
H 1.6701 1.8775 -2.1332
H 2.3971 1.1032 -3.5573